(1)
162
Properties=species:S:1:pos:R:3:forces:R:3:lowdin_charge:R:1 method="wB97M-V/def2-TZVPD" total_charge=0 homo_energy_ev=-9.72 homo_lumo_gap_ev=10.180 energy_ha=-5874.2808
C -1.1323 4.0034 4.7797 -1.570 -0.882 -0.857 -0.029
C -1.2975 2.4934 4.5394 1.415 0.898 -0.222 -0.205
O -2.4711 2.1414 3.8098 -1.114 0.105 -0.078 0.026
C -3.5342 2.0350 4.5763 0.007 0.696 3.753 -0.351
O -3.5170 2.1868 5.8134 -0.558 -0.436 -3.479 0.118
C -4.8148 1.6320 3.8103 -0.341 -1.075 1.241 -0.547
F -5.7543 2.5764 3.7669 0.585 -0.080 -0.137 0.185
F -4.5020 1.1998 2.6155 0.021 0.251 -1.350 0.181
F -5.3542 0.5524 4.4430 0.115 0.557 0.123 0.136
H -1.9117 4.3796 5.4446 0.378 0.154 0.139 0.080
H -1.2939 4.4229 3.7715 0.247 0.332 0.492 0.085
H -0.1225 4.1815 5.1105 0.190 0.226 0.259 0.077
H -1.2097 1.8703 5.4188 0.106 -0.039 0.093 0.125
H -0.5380 2.3099 3.8039 0.626 -0.810 -0.049 0.106
C -0.8149 -2.2026 7.7184 -0.346 -1.377 -0.871 -0.041
C -0.1449 -3.4532 7.0914 -1.314 0.032 0.575 -0.193
O 0.6870 -3.0374 5.9858 -0.138 0.067 0.995 0.036
C 1.1996 -3.9431 5.1847 -0.916 0.190 0.539 -0.451
O 0.8207 -5.0448 4.9668 -0.383 -1.105 0.053 0.189
C 2.3926 -3.3993 4.4769 1.447 1.081 -0.387 -0.510
F 3.3708 -4.3308 4.5024 -0.253 0.892 0.048 0.164
F 2.1092 -3.1321 3.1947 0.041 -0.069 -0.003 0.156
F 2.8082 -2.2338 5.0483 0.275 -1.147 -0.619 0.149
H -1.7118 -2.5469 8.2804 0.608 0.372 -0.322 0.090
H -1.1192 -1.5029 6.9219 0.186 -0.135 0.551 0.079
H -0.0804 -1.8127 8.3997 -0.027 0.796 0.195 0.067
H -0.8579 -4.2501 6.8432 0.116 0.513 -0.658 0.116
H 0.4425 -3.9044 7.8788 0.799 -0.101 -0.081 0.121
C -6.3853 0.5400 -0.7181 0.349 0.491 1.241 -0.050
C -7.7008 1.2964 -0.6097 1.602 1.275 -1.822 -0.138
O -7.4481 2.5548 -1.3749 -0.494 0.399 1.235 -0.004
C -7.1623 3.6292 -0.6213 -0.023 -0.562 -0.333 -0.390
O -6.9699 3.6826 0.5653 -0.280 -0.022 -0.851 0.153
C -7.0126 4.8293 -1.6015 -0.684 -0.599 1.390 -0.538
F -5.8570 4.6413 -2.2241 -0.055 0.472 -0.756 0.178
F -8.0652 4.8730 -2.4553 1.079 0.282 0.254 0.153
F -6.9623 5.9644 -0.8961 -0.043 -0.037 -0.589 0.162
H -5.5562 1.2392 -0.4235 -0.727 -0.766 0.055 0.094
H -6.1337 0.2027 -1.7227 -0.453 -0.040 -0.035 0.073
H -6.4371 -0.3044 -0.0228 0.396 -0.018 -0.200 0.083
H -8.0599 1.5899 0.3509 0.190 -0.138 0.851 0.111
H -8.4879 0.8766 -1.1781 -0.784 -0.753 -0.413 0.109
C -0.7982 5.7236 -2.3459 1.059 0.534 2.216 -0.023
C -1.9557 4.9953 -1.7175 0.980 -0.481 0.400 -0.487
O -2.6966 4.3245 -2.4006 -0.225 0.054 0.554 0.047
C -2.0725 5.1090 -0.1687 -1.315 -0.208 -1.782 -0.004
H -0.9441 6.7891 -2.0892 0.406 -0.257 0.196 0.089
H -0.8724 5.6967 -3.3946 0.310 -0.532 -1.331 0.054
H 0.2186 5.3612 -1.8869 -1.878 0.665 -1.043 0.127
H -3.0544 5.5636 -0.0506 -0.352 -0.191 0.294 0.079
H -1.4017 5.8297 0.2560 0.789 -0.199 0.285 0.064
H -2.1075 4.0945 0.2467 0.278 0.438 0.178 0.080
C -0.4468 1.0044 0.7439 -1.590 1.315 0.696 -0.005
C 0.1870 -0.2325 1.1906 2.240 -0.772 0.828 -0.462
O -0.3919 -1.1832 1.6771 -0.215 0.276 -0.325 0.056
C 1.7385 -0.2511 1.0817 -1.266 0.935 1.514 0.011
H -1.5023 1.0142 1.1413 0.993 0.295 -0.438 0.105
H -0.4870 1.0233 -0.3335 0.015 -0.028 -0.580 0.080
H 0.1450 1.9089 1.0398 -0.586 -0.784 -0.113 0.098
H 2.0985 -0.9240 1.8952 -0.002 0.565 -0.797 0.093
H 2.0986 0.8195 1.1904 -0.291 -1.644 -0.475 0.066
H 1.9146 -0.6564 0.1080 0.572 -0.046 -0.685 0.042
C 3.7872 -0.4096 -7.2445 -0.120 -0.360 0.435 0.004
C 3.8505 -0.9616 -5.8232 -0.430 -0.837 -1.780 -0.497
O 3.9041 -0.2438 -4.8800 0.312 1.875 1.744 0.093
C 3.8013 -2.4147 -5.5709 1.245 -1.802 0.304 -0.014
H 2.7212 -0.2453 -7.4266 -0.041 0.116 -0.033 0.087
H 4.0891 -1.1794 -7.9783 0.252 0.699 0.234 0.086
H 4.2911 0.5766 -7.2728 -0.109 -0.771 -0.272 0.098
H 3.3354 -3.0827 -6.2655 -1.179 0.150 -0.607 0.074
H 3.5351 -2.6729 -4.5405 -0.178 0.304 -0.217 0.080
H 4.8077 -2.8464 -5.7139 0.284 0.579 0.291 0.102
C -1.3716 1.9523 -6.0583 1.031 0.232 0.969 -0.006
C -1.6681 0.9512 -4.9664 2.168 -1.097 -0.484 -0.441
O -0.8612 0.0516 -4.6536 -2.168 1.584 -0.472 0.032
C -2.9858 1.1429 -4.3019 -1.071 -0.263 -0.915 -0.006
H -0.3643 1.8719 -6.5005 -0.522 -0.282 0.214 0.091
H -1.4294 2.9432 -5.5740 -0.212 -0.202 -0.343 0.101
H -2.1504 1.8507 -6.7872 -0.382 0.211 -0.594 0.077
H -3.2917 0.1824 -3.9493 -0.456 -0.700 0.306 0.054
H -3.8182 1.5870 -4.9255 1.204 -0.420 0.486 0.119
H -2.8558 1.7582 -3.4471 0.189 0.856 0.852 0.071
C 1.8705 -3.6260 -0.1878 -0.834 -2.173 0.107 0.003
C 2.5925 -4.2098 -1.3828 -0.263 -0.868 -0.534 -0.473
O 3.4977 -3.5935 -1.8801 0.876 0.557 -0.314 0.059
C 2.1668 -5.5666 -1.9540 0.340 -0.103 2.152 0.004
H 0.7848 -3.8804 -0.0963 0.828 0.191 -0.297 0.104
H 2.0375 -2.5974 -0.2082 0.083 1.522 0.106 0.016
H 2.3526 -4.0412 0.6990 0.020 -0.023 0.121 0.094
H 1.1429 -5.3965 -2.2356 -0.658 -0.472 -0.250 0.067
H 2.2087 -6.2904 -1.0778 -0.381 0.657 -1.071 0.109
H 2.7688 -5.9754 -2.7643 0.057 0.494 0.041 0.079
C -2.7718 -1.7850 3.3954 1.192 -1.093 -0.318 -0.035
C -1.8713 -3.0692 3.3569 -1.858 1.042 -0.055 -0.271
O -2.6282 -3.9669 2.5577 0.279 0.072 -0.066 0.104
C -3.7200 -3.3379 1.9923 0.583 -0.091 -0.086 -0.527
O -4.4086 -3.8249 1.1496 0.322 0.199 0.786 0.172
O -3.8227 -2.1079 2.5030 -0.869 0.347 -0.126 0.085
F -1.7577 -3.5423 4.6110 -0.156 -0.810 0.885 0.069
H -2.2074 -0.9667 2.9996 0.112 0.542 -0.296 0.097
H -3.0984 -1.5531 4.4084 -0.371 -0.315 -0.080 0.140
H -0.8816 -2.9371 2.9861 0.559 0.076 -0.624 0.131
C 2.6930 1.1243 -2.6369 -2.339 -1.550 1.303 -0.114
C 1.6048 1.2453 -3.7069 0.227 1.480 1.903 -0.238
O 2.1556 2.1674 -4.5879 -0.726 -0.762 -0.309 0.147
C 3.2326 2.7203 -4.0150 1.778 2.616 -2.180 -0.546
O 3.7801 3.6820 -4.5288 -0.631 -1.452 1.111 0.130
O 3.6402 2.0939 -2.9274 0.368 0.323 -0.319 0.102
F 0.4737 1.9211 -3.1194 0.883 -0.830 -0.541 0.004
H 3.0811 0.1013 -2.6068 0.114 0.642 -0.159 0.101
H 2.1625 1.3834 -1.7014 0.666 -0.322 -0.156 0.131
H 1.2809 0.2954 -4.0667 -0.375 -0.089 -0.882 0.125
C 5.8101 -1.3032 -1.7423 2.700 -0.111 -2.034 -0.031
C 4.7370 -0.9438 -0.8418 -0.376 1.620 -0.258 -0.363
O 4.7805 0.4701 -0.8714 -0.864 1.502 0.655 0.094
C 5.9985 0.9534 -1.2447 0.602 -2.494 0.102 -0.512
O 6.4543 2.0423 -1.1262 -0.618 0.045 -0.113 0.178
O 6.6815 -0.1265 -1.7036 0.295 0.159 -0.082 0.073
F 5.0537 -1.3249 0.4017 -0.183 -0.527 1.385 0.099
H 5.5447 -1.3912 -2.8127 -0.279 -0.363 0.710 0.146
H 6.4112 -2.1546 -1.3734 -0.478 0.374 -0.369 0.159
H 3.7618 -1.2568 -1.1421 -0.663 -0.366 0.134 0.118
C 3.7916 1.3838 3.0316 -0.416 -1.058 0.192 -0.055
C 4.2545 2.5948 3.7907 0.078 -0.257 0.239 -0.281
O 3.7351 2.4415 5.0718 0.485 0.053 0.467 0.135
C 2.6594 1.6371 4.9998 0.491 -1.253 -1.089 -0.566
O 1.8642 1.4871 5.8465 -1.072 0.074 1.052 0.188
O 2.6826 0.9174 3.8398 -0.198 1.098 -0.038 0.048
F 3.5046 3.6411 3.2798 1.257 0.465 -0.310 0.060
H 4.4500 0.5203 3.0263 0.581 0.303 -0.294 0.145
H 3.4706 1.6665 2.0238 0.147 -0.088 0.333 0.106
H 5.3709 2.6754 3.8861 -1.192 0.888 -0.497 0.191
C 4.3884 5.2399 -1.8585 -0.435 -1.803 0.878 0.033
C 5.3103 4.7813 -0.6811 -0.518 0.945 -0.277 -0.260
O 4.5034 3.9137 0.0728 0.029 -0.142 0.556 0.126
C 3.2901 3.7300 -0.4877 0.059 -0.525 0.011 -0.564
O 2.4386 2.9755 -0.0891 0.636 0.597 0.209 0.126
O 3.2010 4.4359 -1.5901 -0.637 1.116 -0.739 0.059
F 5.5948 5.9034 0.0442 -0.057 0.370 0.681 0.044
H 4.6889 4.9296 -2.8273 0.637 -0.281 -0.813 0.102
H 4.0878 6.2798 -1.9013 0.278 0.178 0.588 0.140
H 6.2691 4.2958 -0.8120 -0.156 -0.192 -0.734 0.146
C -2.8071 -7.0838 1.1790 -0.428 -0.982 2.293 -0.120
C -1.3755 -6.6676 1.3366 0.337 1.121 -2.431 -0.240
O -1.0773 -5.9391 0.0553 -0.828 -0.853 1.355 0.109
C -2.1321 -6.1199 -0.7644 -0.941 1.043 -1.493 -0.497
O -2.2186 -5.7163 -1.9156 0.362 -1.140 2.561 0.118
O -3.1466 -6.7493 -0.0912 -0.263 0.995 -3.035 0.075
F -0.5450 -7.7236 1.3221 0.305 -0.257 0.525 0.087
H -3.5352 -6.6505 1.9426 1.095 -0.379 -1.049 0.165
H -2.7792 -8.1785 1.2496 -0.390 0.089 0.288 0.145
H -1.2215 -5.9885 2.1298 0.792 0.498 0.910 0.138
C -1.7095 -2.6856 -3.2818 -0.288 0.363 0.325 -0.034
C -2.0167 -1.9117 -1.9986 -0.610 -1.370 1.076 -0.257
O -0.7961 -1.4280 -1.5400 0.057 1.080 -0.443 0.132
C 0.1926 -1.7974 -2.3667 -0.254 -0.151 -1.246 -0.534
O 1.3259 -1.4431 -2.2539 -0.036 -0.159 0.093 0.146
O -0.2775 -2.5752 -3.3746 0.021 -0.004 0.521 0.080
F -2.3546 -2.8131 -0.9922 -0.713 0.298 -0.372 0.040
H -2.1943 -2.1507 -4.0997 0.417 -0.236 -0.279 0.120
H -2.0575 -3.7375 -3.2060 0.488 0.654 0.003 0.133
H -2.8285 -1.1490 -2.0832 0.904 -0.440 0.318 0.170

=====

(2)
124
Properties=species:S:1:pos:R:3:forces:R:3:lowdin_charge:R:1 method="wB97M-V/def2-TZVPD" total_charge=+2 homo_energy_ev=-12.34 homo_lumo_gap_ev=6.772 e_above_lowest_kj_mol=140.5 energy_ha=-3427.1036
Hf 0.9147 0.3793 1.2442 0.390 0.587 -3.899 1.374
C 2.3964 -2.3783 0.5206 -0.417 -0.257 0.389 -0.129
C 1.2662 -3.4227 0.4289 -0.319 0.463 -0.192 -0.672
C 1.0100 -3.7253 -1.0506 -0.087 0.163 0.030 -0.086
C 1.6780 -4.7116 1.1460 -0.158 0.167 0.029 -0.062
P -0.2366 -2.4972 1.1548 1.005 -0.798 1.094 1.139
C 0.1167 -2.6270 3.0176 0.047 -0.036 -0.336 -0.263
N -0.3411 -1.4021 3.6303 0.081 -0.271 0.252 -0.038
B -0.0658 -0.1041 3.1234 -1.174 -0.398 1.176 -0.687
N -0.9557 0.7717 3.7989 -0.124 0.284 0.197 -0.037
C -1.1213 2.1803 3.5260 0.131 0.197 -0.124 -0.256
P -1.0778 2.5103 1.6591 0.124 0.255 1.582 1.110
C -2.9195 2.4990 1.2191 0.445 -0.507 -0.393 -0.677
C -3.7482 3.5940 1.8763 0.376 0.047 0.072 -0.060
C -3.3929 1.1037 1.6530 0.156 0.014 0.001 -0.083
C -3.0133 2.5850 -0.3065 0.101 -0.024 0.047 -0.099
C -0.2508 4.2174 1.6117 0.221 -0.559 -0.336 -0.684
C 1.2400 3.8481 1.7138 -0.271 -0.005 0.000 -0.116
C -0.6291 5.1927 2.7211 -0.140 -0.232 0.013 -0.062
C -0.4995 4.8563 0.2469 -0.045 -0.138 0.057 -0.085
C -1.6670 0.0507 4.7562 0.084 -0.341 0.049 -0.162
C -2.5872 0.4466 5.7140 -0.030 0.089 -0.008 -0.005
C -3.0889 -0.5140 6.5761 -0.071 0.102 0.000 -0.070
C -2.6814 -1.8398 6.4926 -0.017 -0.143 -0.028 -0.068
C -1.7772 -2.2517 5.5289 0.037 -0.036 -0.003 -0.011
C -1.2759 -1.3014 4.6548 -0.051 0.280 0.134 -0.169
C -1.8328 -3.5231 0.9799 -0.118 0.685 -0.245 -0.671
C -2.7687 -3.0845 2.1133 0.168 0.056 -0.042 -0.080
C -1.6598 -5.0374 1.0250 0.311 0.178 -0.014 -0.065
C -2.4509 -3.0849 -0.3509 0.110 0.049 0.025 -0.102
H 3.2760 -2.7255 -0.0206 0.099 0.124 -0.062 0.108
H 2.7057 -2.2005 1.5538 0.045 0.027 -0.001 0.076
H 2.0808 -1.4236 0.0579 0.231 -0.151 -0.232 -0.005
H 1.9113 -4.1429 -1.5029 0.054 -0.006 -0.008 0.099
H 0.7357 -2.8222 -1.6045 -0.006 -0.003 -0.025 0.059
H 0.2125 -4.4552 -1.1684 -0.023 -0.031 -0.084 0.067
H 2.7025 -4.9625 0.8755 0.102 -0.037 -0.066 0.097
H 1.0458 -5.5431 0.8502 -0.035 -0.064 -0.007 0.076
H 1.6377 -4.6282 2.2286 0.061 -0.004 0.110 0.074
H 1.1971 -2.7524 3.1592 -0.172 -0.073 0.038 0.081
H -0.3883 -3.4838 3.4650 0.118 -0.040 -0.094 0.092
H -0.3096 2.7463 3.9968 -0.208 0.055 -0.059 0.092
H -2.0657 2.5355 3.9440 0.086 0.056 -0.054 0.089
H -3.6411 3.5980 2.9592 -0.049 0.037 0.087 0.079
H -4.8020 3.4371 1.6509 -0.063 -0.080 -0.063 0.102
H -3.4704 4.5737 1.4948 -0.027 0.120 0.005 0.077
H -3.4368 0.9948 2.7356 0.042 -0.050 0.058 0.079
H -2.7232 0.3356 1.2456 -0.116 -0.057 0.061 0.065
H -4.3929 0.9163 1.2648 -0.089 0.046 -0.075 0.102
H -2.7392 3.5700 -0.6703 0.033 0.098 -0.099 0.068
H -4.0342 2.3874 -0.6246 -0.162 -0.028 -0.002 0.096
H -2.3592 1.8448 -0.7700 -0.032 -0.002 -0.108 0.024
H 1.4722 3.3242 2.6471 0.041 0.003 -0.020 0.076
H 1.8516 4.7488 1.6854 0.083 0.071 0.003 0.106
H 1.5377 3.2147 0.8691 0.082 0.158 0.049 0.035
H -0.3300 4.8421 3.7048 0.014 -0.021 0.103 0.079
H -1.6952 5.3955 2.7359 -0.132 0.062 0.024 0.076
H -0.1148 6.1358 2.5445 0.059 0.090 -0.040 0.100
H -0.3349 4.1381 -0.5547 0.020 -0.053 -0.182 0.062
H 0.1829 5.6903 0.1036 0.119 0.121 0.001 0.098
H -1.5105 5.2424 0.1662 -0.159 0.050 -0.043 0.078
H -2.8987 1.4751 5.8138 0.004 0.135 0.003 0.112
H -3.7981 -0.2257 7.3371 -0.032 0.039 0.047 0.111
H -3.0681 -2.5588 7.1992 -0.031 -0.048 0.021 0.112
H -1.4493 -3.2796 5.4916 0.024 -0.114 -0.014 0.114
H -2.5209 -3.5598 3.0590 0.043 0.033 0.087 0.075
H -3.7875 -3.3764 1.8684 -0.115 -0.050 -0.083 0.101
H -2.7524 -2.0034 2.2508 -0.087 0.107 0.077 0.072
H -1.0939 -5.3553 1.8986 0.029 -0.082 0.067 0.083
H -1.1757 -5.4177 0.1286 0.065 -0.068 -0.004 0.073
H -2.6443 -5.5015 1.0832 -0.097 0.042 0.011 0.102
H -2.6779 -2.0196 -0.3256 -0.052 0.112 -0.078 0.072
H -3.3764 -3.6268 -0.5281 -0.146 -0.100 -0.007 0.096
H -1.7855 -3.2689 -1.1911 0.050 -0.016 -0.149 0.062
S 0.0707 0.3799 -1.2856 -0.236 0.061 0.339 0.054
Sb 0.5956 0.3059 -3.5571 0.202 -0.126 -0.474 1.400
C 2.5845 -0.3347 -4.0907 -0.811 0.239 0.386 -0.337
C 2.9629 -0.2599 -5.4201 -0.132 0.080 -0.163 -0.115
C 4.2194 -0.7091 -5.7912 -0.004 0.003 -0.127 -0.053
C 5.0866 -1.2248 -4.8424 0.026 0.013 -0.014 -0.047
C 4.7040 -1.2841 -3.5132 -0.020 -0.013 0.090 -0.057
C 3.4487 -0.8375 -3.1344 -0.140 -0.076 0.325 -0.138
C 0.1901 2.2011 -4.4904 0.125 -0.748 0.470 -0.337
C 0.2264 3.3906 -3.7831 0.084 -0.006 0.295 -0.122
C -0.0482 4.5803 -4.4405 0.012 -0.011 0.092 -0.060
C -0.3411 4.5717 -5.7945 -0.031 0.000 -0.042 -0.050
C -0.3601 3.3766 -6.4951 -0.028 -0.002 -0.133 -0.056
C -0.0986 2.1833 -5.8441 -0.016 -0.231 -0.116 -0.125
C -0.7962 -1.1905 -4.1957 0.489 0.630 0.172 -0.365
C -2.1285 -1.0514 -3.8350 -0.061 0.154 0.060 -0.134
C -3.0190 -2.0673 -4.1408 -0.058 0.107 0.073 -0.067
C -2.5788 -3.2032 -4.8004 0.095 -0.069 -0.037 -0.055
C -1.2478 -3.3265 -5.1658 -0.005 -0.065 0.002 -0.059
C -0.3478 -2.3175 -4.8617 0.300 0.010 -0.096 -0.117
H 2.2982 0.1475 -6.1686 -0.044 0.041 -0.111 0.101
H 4.5136 -0.6543 -6.8274 0.059 0.003 -0.100 0.118
H 6.0637 -1.5745 -5.1376 0.082 -0.027 -0.042 0.118
H 5.3785 -1.6771 -2.7673 0.066 -0.024 0.059 0.113
H 3.1534 -0.8648 -2.0932 0.025 -0.044 0.092 0.074
H 0.4705 3.3917 -2.7275 -0.044 0.030 0.038 0.076
H -0.0391 5.5134 -3.8957 0.038 0.032 0.039 0.114
H -0.5615 5.4971 -6.3061 0.007 0.048 -0.021 0.118
H -0.5876 3.3657 -7.5499 -0.021 0.025 -0.090 0.118
H -0.1291 1.2479 -6.3890 -0.067 -0.007 -0.100 0.103
H -2.4686 -0.1584 -3.3242 -0.058 -0.035 0.055 0.097
H -4.0567 -1.9746 -3.8602 -0.111 0.040 0.006 0.115
H -3.2738 -3.9947 -5.0351 -0.071 -0.061 -0.020 0.116
H -0.9050 -4.2102 -5.6801 0.028 -0.089 -0.082 0.115
H 0.6931 -2.4078 -5.1492 0.019 -0.081 0.012 0.101
C 3.1523 0.0631 3.6675 0.143 -0.115 -0.114 -0.039
C 3.6529 0.2455 2.2611 0.364 -0.212 0.722 -0.389
C 4.8599 -0.1196 1.7196 -0.477 0.077 0.110 -0.033
C 4.8883 0.3809 0.3962 -0.522 0.025 0.058 -0.032
C 3.6983 1.0290 0.1824 0.260 0.255 -0.849 -0.378
C 3.3047 1.9138 -0.9616 -0.015 0.074 0.051 -0.064
N 2.9141 0.9576 1.3230 -0.404 -0.327 0.319 -0.134
H 4.0092 0.0496 4.3395 -0.069 0.010 0.100 0.096
H 2.6121 -0.8787 3.8157 -0.020 0.087 0.097 0.061
H 2.5004 0.8940 3.9589 0.076 -0.120 0.074 0.074
H 5.6426 -0.6653 2.2123 0.107 -0.037 0.167 0.115
H 5.7049 0.2988 -0.2913 0.193 0.077 -0.255 0.110
H 3.7849 1.5965 -1.8878 -0.021 0.012 0.033 0.074
H 3.6265 2.9379 -0.7585 -0.031 0.055 -0.056 0.091
H 2.2189 1.9250 -1.1202 0.280 0.059 -0.017 -0.018